Below is C23H53NO3PtSSi6Te as an isolated structure, with properties calculated with ωB97M-V/def2-TZVPD.

Atoms and positions in Å:
Pt1 1.6279 1.1198 2.2450
Te1 0.8354 -0.5266 0.5162
S1 0.7992 1.8863 -2.0630
Si1 -2.0821 -1.4965 -4.4034
Si2 2.7440 2.7986 1.1211
Si3 -0.6558 -4.0503 -1.8202
Si4 -2.0099 -2.1737 -2.1632
Si5 -4.0679 -2.1179 -1.0509
Si6 2.2327 1.9850 4.5093
O1 0.7007 0.7551 4.3298
O2 1.2245 0.5015 -2.4017
O3 0.4937 -0.3565 6.2630
N1 -0.4739 -1.7023 3.2567
C1 -0.3732 -1.0486 -5.0774
C2 -2.7682 -2.8469 -5.5498
C3 1.4862 4.1539 0.6041
C4 -0.9269 -1.0061 4.4616
C5 4.2591 3.9485 4.8201
C6 3.3354 0.7412 5.4119
C7 0.1919 -0.1741 5.1046
C8 3.5322 3.2841 3.8321
C9 3.7722 3.5954 2.4911
C10 1.2256 3.1201 5.6512
C11 5.2049 4.9080 4.4901
C12 -0.6048 -4.5161 0.0172
C13 3.8887 2.3601 -0.3312
C14 -3.9043 -2.7526 0.7293
C15 5.4453 5.2158 3.1581
C16 4.7323 4.5570 2.1696
C17 -3.2901 -0.0321 -4.5650
C18 -4.7388 -0.3464 -0.9409
C19 1.1100 -3.7181 -2.4101
C20 -5.3879 -3.1712 -1.9183
C21 -1.3150 -5.5571 -2.7712
C22 1.4273 2.9349 -3.4103
C23 -0.9494 1.9986 -2.5499
H1 2.5095 2.9734 -3.3052
H2 5.7515 5.4209 5.2720
H3 1.7708 -4.5603 -2.1949
H4 -1.4783 1.2552 -1.9531
H5 1.5210 -2.8307 -1.9229
H6 -6.3457 -3.1270 -1.3955
H7 3.6600 -0.0652 4.7501
H8 -4.9248 0.0684 -1.9341
H9 -5.5493 -2.8256 -2.9423
H10 3.3856 1.7078 -1.0473
H11 -1.5869 -4.8329 0.3728
H12 0.2727 -2.3499 3.4850
H13 1.7724 4.6271 -0.3388
H14 -2.8176 -2.4899 -6.5813
H15 -4.3070 -0.3986 -4.7228
H16 -3.6470 -3.8134 0.7518
H17 0.1667 -1.9584 -5.3525
H18 -4.8337 -2.6241 1.2874
H19 -3.7742 -3.1492 -5.2500
H20 -5.6790 -0.3123 -0.3867
H21 1.7919 3.3096 6.5663
H22 -1.2300 -2.2464 2.8593
H23 -0.6976 -6.4407 -2.5933
H24 -3.1187 -2.2079 1.2598
H25 0.9995 3.9326 -3.3129
H26 4.0924 3.7194 5.8680
H27 1.0360 4.0838 5.1753
H28 1.1572 2.4848 -4.3640
H29 -3.0382 0.6122 -5.4107
H30 0.4846 3.7390 0.4951
H31 -1.2966 -1.6851 5.2331
H32 -5.0827 -4.2187 -1.9711
H33 -2.3380 -5.7992 -2.4743
H34 2.7801 0.2944 6.2366
H35 6.1849 5.9609 2.8922
H36 -0.4442 -0.4264 -5.9731
H37 -1.7344 -0.3247 4.1859
H38 -0.2890 -3.6592 0.6191
H39 0.2322 -0.5239 -4.3378
H40 -4.0294 0.3115 -0.4324
H41 4.2293 1.2302 5.8026
H42 -1.3242 2.9982 -2.3288
H43 0.0960 -5.3321 0.2059
H44 -3.3058 0.5889 -3.6674
H45 1.4416 4.9303 1.3701
H46 4.2188 3.2627 -0.8531
H47 -1.0446 1.7658 -3.6087
H48 0.2732 2.6759 5.9357
H49 -1.3246 -5.3696 -3.8473
H50 -2.1379 -3.7389 -5.5363
H51 4.7769 1.8334 0.0208
H52 1.1344 -3.5401 -3.4874
H53 4.9193 4.7929 1.1259

Forces on the atoms, in the same order (eV/Å):
Pt -0.3 0.0 -0.3
Te 0.2 0.2 0.1
S -0.5 0.7 -0.7
Si -0.2 0.1 -0.6
Si 0.0 0.2 -0.1
Si 0.3 -0.5 0.1
Si 0.0 -0.1 -0.2
Si -0.6 0.1 0.4
Si 0.1 0.0 1.4
O 0.5 0.2 -0.6
O 0.2 -0.4 0.0
O 0.0 0.1 -0.1
N 0.1 0.1 -0.1
C -0.1 0.0 0.3
C 0.1 0.0 0.3
C 0.2 -0.3 0.0
C 0.1 0.0 0.0
C 0.0 0.0 0.2
C -0.3 0.2 0.0
C -0.3 -0.3 0.3
C -0.3 -0.2 -0.4
C 0.0 -0.1 -0.2
C 0.1 -0.2 -0.2
C 0.0 0.0 0.0
C -0.1 0.2 -0.1
C -0.3 0.0 0.2
C 0.2 0.0 -0.2
C 0.0 0.0 -0.1
C 0.0 0.0 0.0
C 0.2 -0.1 0.2
C 0.3 -0.1 -0.2
C -0.3 0.2 0.0
C 0.3 0.1 -0.1
C -0.1 0.3 0.0
C -0.1 -0.1 0.4
C 0.3 0.0 0.2
H 0.0 0.0 0.0
H 0.0 0.0 0.0
H -0.1 -0.1 0.0
H 0.0 0.0 0.0
H 0.0 0.0 0.0
H 0.0 0.1 0.1
H 0.0 0.0 -0.1
H 0.0 0.0 0.0
H 0.0 0.0 0.0
H 0.0 0.0 0.0
H 0.0 0.0 0.0
H -0.1 0.0 0.0
H 0.0 0.0 0.0
H 0.0 0.1 0.0
H 0.0 0.0 0.0
H 0.0 0.0 0.0
H 0.0 0.0 0.0
H -0.1 0.0 -0.1
H 0.0 0.0 0.0
H 0.0 -0.1 0.0
H 0.0 0.0 0.0
H 0.0 0.0 0.0
H 0.1 0.0 0.1
H 0.0 0.0 0.0
H 0.0 0.0 0.0
H 0.0 0.0 0.0
H 0.0 0.0 0.0
H 0.0 -0.1 0.0
H 0.0 -0.1 0.0
H 0.0 0.0 -0.1
H 0.0 0.1 0.0
H 0.0 0.0 0.0
H 0.0 0.0 0.0
H 0.0 0.0 0.0
H 0.0 0.0 0.0
H -0.1 0.0 0.0
H 0.0 0.0 0.0
H 0.0 0.0 0.0
H 0.0 0.0 0.0
H 0.0 0.0 0.0
H 0.0 0.0 -0.1
H 0.0 0.0 0.0
H 0.0 0.0 -0.1
H 0.0 0.0 0.0
H 0.1 -0.1 0.0
H 0.0 0.0 0.0
H 0.0 0.0 0.0
H 0.0 0.0 0.0
H 0.0 0.0 0.0
H 0.0 0.0 0.0
H 0.0 0.0 0.1
H 0.0 0.0 0.0
H 0.1 0.0 0.0

Spin multiplicity: 5
Largest force on an atom: 1.422 eV/A
Total charge: 0
E_HOMO (alpha / beta): -7.2 / -8.8 eV
Expectation value of S²: 6.02
Frontier orbital gap (alpha / beta): 7.49 / 6.38 eV


Below is a 11-piece molecular cluster, C57H87F13IN4O13PS overall, with properties calculated with ωB97M-V/def2-TZVPD.

Atoms and positions in Å:
I1 2.8180 -0.1584 2.9270
S1 0.0556 6.6607 -0.9613
P1 3.9265 0.7298 -3.8039
F1 -1.3525 7.3792 -0.4835
F2 0.8316 7.6540 0.0747
F3 -0.7667 4.2259 -1.5536
F4 0.7609 3.7814 -5.9707
F5 -1.6628 4.8259 -5.6566
F6 -2.2167 3.6927 -3.8597
F7 -1.3959 6.6401 -4.1057
F8 -2.2476 5.7815 -1.9166
F9 -0.0892 5.5883 0.2890
F10 -0.6730 2.1895 -5.4414
F11 0.2029 7.8127 -2.0927
F12 0.6775 5.8025 -3.9997
F13 1.4899 5.9685 -1.3003
O1 -7.1944 -6.8537 -2.6296
O2 5.5007 0.1486 -3.6015
O3 -5.3977 -2.9953 -0.1341
O4 7.8042 3.5079 -4.6463
O5 12.3074 1.6944 -8.7032
O6 2.9546 -0.6055 -3.9222
O7 -1.3344 0.8745 7.1038
O8 8.3288 5.5075 1.8600
O9 -2.2025 -7.1956 8.1998
O10 0.7549 -6.1041 4.3480
O11 3.9717 1.5202 -5.0728
O12 -10.1580 -4.7600 -0.4813
O13 -5.1118 1.0064 4.8570
N1 4.3860 1.0458 0.4042
N2 -0.1139 -0.5176 1.6602
N3 -3.3206 -3.5498 2.9436
N4 -1.1573 0.2027 -1.0937
C1 -11.3621 -4.7774 -0.3444
C2 -0.6236 5.5853 -3.6266
C3 -1.3738 -0.7231 1.2062
C4 2.0757 0.3227 0.9527
C5 -0.0027 3.3122 -4.9056
C6 8.9601 6.5288 1.6929
C7 8.9932 2.6104 -6.4987
C8 0.3962 0.1542 5.6414
C9 -8.5351 -8.1458 -4.1036
C10 12.3016 2.7688 -9.2632
C11 -4.0215 -1.3364 4.0187
C12 0.0337 -0.8609 7.9785
C13 -12.0990 -6.0602 -0.0567
C14 8.8751 7.6719 2.6715
C15 6.4764 2.2072 -6.1280
C16 6.3428 4.1538 -1.1064
C17 -4.0215 -2.7836 3.8178
C18 9.8612 6.7059 0.4979
C19 -3.4076 -0.7236 -0.5475
C20 -6.4837 -2.9135 -2.2471
C21 -6.9315 -4.7677 -0.5271
C22 -1.9223 -0.3903 -0.1456
C23 -1.1374 4.3093 -4.4671
C24 -0.3346 -6.5467 4.6482
C25 6.2212 2.6689 1.0870
C26 4.6638 2.3861 0.9664
C27 -0.9063 5.4960 -2.0818
C28 -4.5526 2.1836 6.8437
C29 7.7606 2.8392 -5.6601
C30 -3.0775 -6.7002 8.8769
C31 -4.2287 0.6039 -0.7015
C32 -2.3534 -1.4198 2.2164
C33 0.1577 0.4350 -0.7008
C34 -6.1948 -3.5119 -0.8933
C35 -6.0189 -7.7578 -4.4856
C36 -3.1010 -0.5553 3.1461
C37 -2.7562 -5.7353 9.9890
C38 -0.5132 -7.9892 5.0442
C39 -1.5645 -5.6771 4.6411
C40 -6.3457 3.0094 5.1914
C41 2.4715 1.2531 -1.3628
C42 -5.3170 1.9737 5.5631
C43 0.4848 1.3833 -3.1505
C44 12.7314 4.0260 -8.5509
C45 -7.2444 -7.5209 -3.6412
C46 -12.1823 -3.5177 -0.4547
C47 -0.3928 0.1288 6.9245
C48 6.8652 2.8573 -0.3548
C49 3.0172 0.8829 0.0061
C50 -4.5301 -7.0248 8.6402
C51 3.5461 1.8374 -2.3599
C52 -2.4650 -2.8714 2.1285
C53 0.9213 2.7714 -3.7627
C54 -4.0880 1.5763 0.2491
C55 0.6263 0.0625 0.6379
C56 1.0639 1.0487 -1.7451
C57 11.8642 2.9011 -10.7000
H1 8.1922 7.4062 3.4789
H2 6.7681 5.0603 -0.5996
H3 4.1241 3.1890 0.3884
H4 13.0184 3.7809 -7.5280
H5 -2.2942 -6.0691 3.9306
H6 -9.3303 -7.8926 -3.4019
H7 -1.9966 -5.6384 5.6436
H8 -4.7283 -3.3515 4.4864
H9 1.4378 0.4060 5.8491
H10 5.6766 2.4546 -5.4309
H11 11.5838 1.9199 -11.0835
H12 -5.8661 3.9823 5.0687
H13 -8.4309 -9.2319 -4.1386
H14 1.0595 -0.6543 8.2896
H15 -4.6125 -7.7294 7.8123
H16 -0.9006 -8.0476 6.0636
H17 -0.0206 0.9110 4.9764
H18 8.8392 3.0120 -7.5022
H19 -11.5232 -2.6746 -0.6631
H20 -8.8021 -7.7616 -5.0899
H21 0.8388 0.5803 -3.8586
H22 9.8417 3.1230 -6.0431
H23 -12.9005 -3.6115 -1.2715
H24 6.6870 1.7533 1.5581
H25 -4.8614 0.7086 -1.6131
H26 -7.5397 -2.6459 -2.3171
H27 9.2159 1.5431 -6.5496
H28 -6.6269 -5.0859 0.4715
H29 10.8900 6.8627 0.8278
H30 6.5872 1.1219 -6.1618
H31 0.3345 -0.8175 5.1475
H32 -3.9938 3.1198 6.7940
H33 9.8244 5.8074 -0.1188
H34 9.8604 7.8713 3.0972
H35 -11.3852 -6.8827 -0.0046
H36 -5.2426 2.2017 7.6897
H37 -5.8037 -8.8267 -4.5374
H38 13.5907 4.4671 -9.0597
H39 3.2374 2.8659 -2.7024
H40 -5.8840 -2.0114 -2.3801
H41 -7.1146 3.0638 5.9644
H42 10.9989 3.5635 -10.7663
H43 -1.8600 -3.4701 1.3978
H44 4.2721 2.4133 2.0262
H45 7.9821 2.8770 -0.2758
H46 4.5282 2.0030 -1.8244
H47 -3.8475 1.3634 6.9838
H48 -3.1075 -6.1354 10.9421
H49 -6.2235 -3.6267 -3.0316
H50 -2.9979 0.5490 3.1974
H51 6.6104 1.9655 -1.0075
H52 -1.6764 -5.5952 10.0449
H53 -6.8163 2.7296 4.2483
H54 -3.1369 1.7909 0.7952
H55 2.9841 -1.1509 -3.1083
H56 1.1246 3.5714 -2.9901
H57 -6.1749 -7.3566 -5.4888
H58 -8.0080 -4.5802 -0.5231
H59 -4.9768 2.2004 0.5085
H60 5.5173 -0.4113 -2.7992
H61 -4.6888 -0.8229 4.7857
H62 6.4333 3.5989 1.6854
H63 -3.3353 -1.1897 -1.5770
H64 -5.1656 -7.2505 -4.0344
H65 1.9298 2.6027 -4.2495
H66 12.6849 3.2921 -11.3046
H67 6.6102 4.1259 -2.2005
H68 6.2119 2.5912 -7.1158
H69 -12.8136 -6.2662 -0.8561
H70 -1.2918 -4.6667 4.3386
H71 -3.2251 -4.7695 9.7908
H72 -6.6899 -5.5625 -1.2397
H73 -1.1971 -8.4833 4.3511
H74 5.2230 4.2521 -1.0549
H75 8.4947 8.5637 2.1698
H76 -12.6176 -5.9848 0.9009
H77 9.5242 7.5551 -0.0996
H78 -0.6206 -0.7694 8.8462
H79 -4.9597 -7.4818 9.5337
H80 11.9047 4.7385 -8.5214
H81 -5.0772 -6.1158 8.3825
H82 5.0339 0.7876 -0.3397
H83 -0.0430 -1.8772 7.5870
H84 -12.7046 -3.3302 0.4854
H85 0.4513 -8.4972 5.0061
H86 -0.6344 1.3590 -3.1350
H87 -3.8835 -1.5019 0.1135

Forces on the atoms, in the same order (eV/Å):
I -0.5 0.2 -1.2
S 0.3 1.7 3.4
P 1.6 0.6 -2.4
F 1.8 -0.7 -0.4
F -0.6 -1.0 -1.2
F 0.4 1.7 -1.4
F -1.3 0.1 1.7
F 0.8 -0.6 1.5
F 1.9 0.6 -0.3
F 1.4 -1.1 1.1
F 1.9 -0.4 -0.6
F -0.1 1.3 -1.4
F 0.4 1.5 0.5
F 0.1 -1.6 0.6
F -1.3 -0.1 0.9
F -1.5 0.7 -0.5
O -0.1 -0.5 -0.6
O -2.5 0.0 1.0
O -0.2 -0.1 -0.2
O 0.1 -0.1 -0.2
O 0.0 0.2 -0.1
O 1.3 1.2 1.1
O 0.1 -0.2 0.0
O 0.1 0.2 0.0
O -0.1 0.1 0.1
O -0.2 -0.1 0.1
O -1.2 -1.3 1.8
O -0.4 0.0 0.0
O -0.3 1.0 0.3
N -0.7 0.3 -0.5
N -2.2 0.7 -3.7
N 0.5 2.0 -0.1
N 0.2 -1.0 2.7
C 0.4 0.0 0.0
C -0.9 0.4 -1.9
C -0.8 -0.8 1.0
C 0.2 0.6 -1.5
C 0.4 -2.5 -0.2
C -0.2 -0.3 0.0
C 0.3 0.2 0.3
C -0.3 0.2 0.0
C -0.2 0.1 0.3
C 0.0 -0.4 0.2
C 1.7 -0.4 -1.7
C -0.3 0.1 0.2
C 0.3 -0.2 0.0
C -0.2 -0.2 0.2
C 0.2 0.5 0.4
C 0.1 -0.3 0.2
C -0.7 1.0 0.8
C -0.1 -0.3 -0.1
C 1.4 0.6 -1.4
C 0.3 0.3 0.0
C 0.3 0.1 0.3
C 0.8 0.2 -0.2
C -1.2 0.6 -1.6
C 0.3 0.2 0.0
C -0.2 -0.3 -1.3
C 0.7 0.7 1.2
C -2.2 -1.5 0.7
C 0.1 -0.4 -0.1
C -0.1 0.1 0.2
C 0.3 -0.2 -0.2
C 1.2 -0.2 1.4
C 0.3 0.9 -0.3
C 0.4 0.2 -0.6
C 0.1 -0.1 0.5
C 0.2 0.2 0.2
C -0.9 -4.2 0.3
C 0.3 0.0 -0.1
C 0.3 -0.1 0.0
C 0.3 0.2 0.0
C -0.1 -0.2 -0.4
C -1.0 -0.5 0.4
C 0.1 -0.2 0.0
C -0.2 0.1 0.0
C 0.1 -0.2 0.3
C 0.0 0.2 0.3
C 0.3 0.2 -0.1
C -0.3 0.3 -0.1
C -0.6 0.1 -0.2
C -3.0 -1.1 0.1
C 0.1 -0.2 -0.3
C -0.5 -0.3 1.2
C -0.9 1.7 1.2
C 1.4 0.2 -0.1
C -0.9 -0.2 -0.8
C 2.9 1.0 -0.1
C 1.9 -0.1 2.2
C -0.1 -0.3 0.0
H 0.1 0.0 -0.1
H -0.3 -0.7 -0.6
H 0.6 -0.6 0.5
H 0.0 0.0 -0.1
H -0.1 0.0 0.2
H 0.1 0.0 0.0
H -0.1 -0.2 -0.1
H 0.8 0.5 -0.8
H 0.0 -0.2 0.0
H 0.3 0.0 -0.3
H 0.0 0.1 0.1
H -0.1 0.0 0.2
H 0.0 0.0 -0.2
H 0.0 -0.2 -0.1
H 0.0 0.1 0.1
H -0.2 0.0 -0.1
H 0.0 -0.1 0.0
H 0.0 -0.2 -0.1
H 0.0 -0.1 0.0
H 0.1 -0.2 -0.1
H -0.6 0.8 0.7
H -0.1 0.0 0.0
H -0.1 0.0 0.2
H -0.4 1.1 -0.2
H -0.3 -0.4 1.4
H 0.0 -0.2 -0.1
H -0.1 0.0 -0.2
H 0.0 0.1 0.0
H 0.0 0.2 -0.1
H 0.0 0.0 -0.2
H 0.2 0.0 0.0
H -0.1 0.0 0.1
H 0.0 0.1 0.1
H 0.0 0.2 -0.1
H 0.0 0.1 0.0
H 0.0 0.2 0.0
H -0.1 0.0 -0.2
H -0.1 0.1 -0.1
H 0.4 -1.3 -0.1
H 0.0 -0.1 0.0
H 0.1 0.2 0.1
H 0.1 0.1 -0.1
H -0.6 0.8 0.8
H 0.1 -0.1 -1.2
H -1.0 0.1 -0.1
H -1.1 -0.3 -0.6
H 0.0 0.1 0.0
H -0.1 0.1 0.0
H -0.2 0.0 0.0
H -0.1 -1.1 -0.1
H 0.4 0.8 0.7
H -0.1 0.0 0.0
H 0.0 0.0 0.1
H -1.1 -1.0 0.1
H -0.2 0.3 -0.5
H -0.5 -0.9 -0.7
H 0.0 -0.2 -0.1
H 0.2 -0.2 -0.2
H 1.2 0.2 -0.8
H 0.4 0.2 -0.5
H 1.3 -1.2 -1.4
H -0.3 -1.1 -0.4
H 0.0 0.3 1.1
H -0.1 0.0 0.0
H -1.2 0.4 0.2
H -0.1 0.2 0.0
H 0.0 0.1 1.1
H 0.1 -0.2 -0.1
H -0.1 0.1 0.1
H 0.0 -0.1 0.0
H -0.1 -0.1 0.2
H -0.3 0.4 0.2
H -0.1 0.0 0.2
H 1.0 -0.2 0.0
H 0.2 0.1 0.0
H -0.2 0.0 -0.1
H 0.2 0.1 0.1
H 0.0 0.0 -0.1
H -0.1 0.2 0.0
H 0.1 0.1 -0.1
H -0.1 0.0 0.2
H -0.2 0.3 0.3
H 0.2 0.0 0.0
H -0.2 -0.1 -0.1
H -0.1 0.1 0.0
H 1.1 -0.3 0.3
H 0.4 1.3 -0.6

Largest force on an atom: 4.390 eV/A
Total charge: 0
E_HOMO: -8.2 eV
Frontier orbital gap: 7.67 eV
SMILES string: C=CCc1nc2c(CCC(F)(F)C(F)(F)C(F)(F)C(F)(F)S(F)(F)(F)(F)F)c(CP(=O)(O)O)c(NCCCC)c(I)c2nc1-c1cccnc1.CC(C)=O.CC(C)=O.CC(C)=O.CC(C)=O.CC(C)=O.CC(C)=O.CC(C)=O.CC(C)=O.CC(C)=O.CC(C)=O


Below is a 2-piece molecular cluster, C5H8NO2 overall, with properties calculated with ωB97M-V/def2-TZVPD.

Atoms and positions in Å:
O1 0.4007 -0.8188 -0.1071
O2 1.5677 -0.4383 1.7607
N1 -0.8806 2.5919 -0.0728
C1 1.4095 -2.7010 0.9984
C2 0.0161 1.8717 0.4780
C3 1.0993 -1.2166 0.8884
C4 -1.7641 1.8872 -0.9290
C5 -1.4608 1.0898 -1.9670
H1 1.0337 2.3295 0.6082
H2 -2.2812 0.8759 -2.6902
H3 -0.4829 0.7351 -2.1685
H4 1.3902 -3.0821 2.0258
H5 2.3679 -2.9897 0.5026
H6 -2.8144 2.1173 -0.7163
H7 0.6244 -3.1508 0.3411
H8 -0.2257 0.8989 1.0476

Forces on the atoms, in the same order (eV/Å):
O 0.8 -1.3 0.6
O 0.0 -0.6 0.1
N 0.9 -1.1 -2.4
C -0.6 -0.9 -1.4
C 0.1 -0.3 2.5
C 0.0 2.0 -0.6
C -1.3 0.4 0.9
C -1.6 0.8 0.1
H -0.9 -0.4 0.6
H 0.7 -0.2 0.8
H 0.8 -0.1 -0.1
H 0.0 0.1 -0.3
H -0.5 0.5 0.5
H 0.1 0.2 -0.5
H 0.5 -0.2 0.8
H 0.9 1.2 -1.8

Largest force on an atom: 2.786 eV/A
Total charge: -1
E_HOMO: -4.1 eV
Frontier orbital gap: 8.33 eV
Relative energy (zero: lowest compared OMol25 entry of this formula, charge and spin): 2.374 eV


> The lowest largest force on an atom belongs to which entry?

C23H53NO3PtSSi6Te